<one>
{
  "formula": "C10H16BNO2",
  "method": "ωB97M-V/def2-TZVPD",
  "elements": ["H", "C", "B", "C", "C", "H", "C", "H", "C", "H", "H", "H", "O", "C", "O", "H", "H", "H", "H", "C", "H", "C", "C", "H", "N", "C", "H", "H", "H", "H"],
  "coordinates": [[-4.17047, 0.29697, -0.47545], [-4.40776, -0.88735, -0.42956], [0.31813, -0.97468, 0.18135], [-0.75084, -2.22381, 0.09106], [1.79879, 1.26903, 0.15294], [1.11565, 2.84137, -1.04977], [2.71624, 2.39476, 0.82135], [-5.36307, -0.99970, 0.17728], [0.56782, 1.23369, 1.04891], [-3.24647, -2.08153, 1.20529], [0.05541, 2.09490, 0.71257], [2.85377, -0.28826, 1.25886], [-0.27330, 0.09542, 0.83495], [-3.17708, -1.55573, 0.18602], [1.64743, -1.13295, -0.17730], [2.33444, 2.00191, -1.92531], [2.25718, 3.25760, 1.07163], [3.58800, 2.48996, 0.13924], [-0.96194, -2.49770, 1.05848], [-1.99033, -1.65088, -0.44080], [-4.59031, -1.33375, -1.46003], [-0.20096, -3.31915, -0.68547], [2.48145, -0.04742, 0.20512], [0.81823, 1.21967, 2.08941], [0.14600, -4.22407, -1.27403], [1.42228, 1.77490, -1.27487], [3.14816, 2.05016, 1.73851], [-1.97381, -1.06590, -1.39410], [3.30814, -0.04585, -0.55562], [0.52923, 1.30839, -1.83067]],
  "nbo_charge": [0.220, -0.660, 1.158, -0.680, -0.108, 0.211, -0.591, 0.226, -0.064, 0.192, 0.186, 0.183, -0.696, -0.175, -0.687, 0.228, 0.212, 0.214, 0.268, -0.161, 0.229, 0.315, -0.068, 0.184, -0.336, -0.635, 0.210, 0.193, 0.197, 0.233],
  "smiles": "C/C=C/[C@@H](C#N)B1OCC(C)(C)CO1",
  "lumo_energy_ha": 0.0180,
  "total_charge": 0,
  "multiplicity": 1
}

<two>
{
  "formula": "C10H16BNO2",
  "method": "ωB97M-V/def2-TZVPD",
  "elements": ["H", "B", "N", "H", "C", "H", "H", "C", "C", "C", "H", "H", "H", "C", "H", "C", "C", "H", "H", "C", "H", "H", "H", "H", "H", "C", "O", "O", "C", "H"],
  "coordinates": [[3.71667, 0.01267, 1.09283], [-0.66929, 1.10809, -0.53672], [-3.15144, 3.52845, 0.53220], [-2.66488, -0.08301, 1.02103], [2.02110, 0.62136, -0.09234], [3.08533, 2.36675, -0.80304], [0.83292, -0.79395, 1.04814], [0.98208, 0.29318, 0.99120], [-2.15413, 1.58874, -0.79859], [2.35715, 2.11450, -0.03631], [1.32314, 0.64566, 1.96935], [4.01123, -0.00173, -0.64821], [1.32906, -0.80986, -1.57586], [-3.03351, 0.04712, 0.02759], [2.77140, 2.37214, 0.93567], [3.27726, -0.21552, 0.12469], [-3.92067, -0.62812, -0.65264], [-2.48444, 1.57160, -1.83083], [-5.70382, -1.61760, -0.03744], [-2.70176, 2.65812, -0.06290], [-4.26576, -2.08454, 0.88455], [2.00629, 0.68264, -2.26736], [-4.18938, -0.34814, -1.66112], [-4.49895, -2.67460, -0.77212], [3.04840, -1.27954, 0.09608], [-4.63629, -1.82534, -0.10407], [-0.26820, 0.89839, 0.74305], [0.09549, 0.81656, -1.61940], [1.39196, 0.28046, -1.45356], [1.46205, 2.71152, -0.19620]],
  "nbo_charge": [0.217, 1.123, -0.344, 0.208, -0.111, 0.211, 0.174, -0.051, -0.642, -0.607, 0.191, 0.217, 0.176, -0.100, 0.213, -0.601, -0.223, 0.264, 0.222, 0.284, 0.214, 0.188, 0.207, 0.218, 0.210, -0.632, -0.700, -0.692, -0.052, 0.219],
  "lumo_energy_ha": 0.0209,
  "total_charge": 0,
  "multiplicity": 1
}

Referenced to the most stable arrangement, the calculated values in kcal/mol are <one> 11.6; <two> 0.0.

<one>
{
  "formula": "C23H21CsN6O11",
  "method": "ωB97M-V/def2-TZVPD",
  "elements": ["N", "C", "H", "H", "H", "O", "C", "N", "N", "C", "O", "H", "C", "O", "H", "H", "C", "O", "H", "C", "H", "C", "H", "H", "H", "C", "N", "H", "H", "C", "C", "Cs", "O", "C", "H", "N", "C", "O", "O", "C", "C", "N", "O", "C", "O", "C", "H", "H", "O", "C", "H", "H", "H", "C", "C", "O", "C", "H", "C", "H", "C", "C"],
  "coordinates": [[2.07752, -1.10153, 1.84619], [-3.25995, 2.87352, -2.84262], [2.32167, -0.21748, -6.30838], [0.47797, 1.94627, -3.10019], [0.75155, 5.00744, 2.64464], [-0.51000, 1.72757, 3.06530], [1.59855, -0.96918, 3.08308], [2.81602, -1.42634, -0.75879], [-2.45494, 4.07021, -2.90709], [2.70410, -0.42571, -2.95204], [-6.58024, 2.66714, -5.22795], [0.68470, 1.52769, -5.53424], [2.19322, -0.00282, -5.25323], [-2.34111, -1.85982, 1.74838], [-2.95794, -1.60565, 1.02073], [-1.32971, 1.91219, 1.19744], [1.29132, 0.96718, -4.83444], [-2.99499, 5.12504, -3.24545], [-5.52250, -0.25796, -2.85660], [3.04320, -3.18348, 2.47143], [1.00965, -0.07716, 3.27118], [2.55945, -3.03877, 3.75903], [2.75089, -3.80203, 4.50593], [3.62047, -4.04024, 2.15389], [3.64404, -1.45910, -4.56013], [1.17303, 1.19632, -3.47316], [-0.73540, 3.70667, 1.94867], [1.39265, -1.76871, 5.06473], [-0.27047, 4.93827, 0.31724], [-4.88336, 0.61407, -2.82742], [-5.18986, 1.72494, -3.65805], [-0.22414, -0.49255, -0.30771], [-7.05159, 0.69624, -4.50696], [-0.15004, 4.50182, 3.00205], [-3.36129, -1.41355, 3.51134], [-6.33370, 1.69225, -4.51684], [-2.92361, 1.80398, -1.91738], [-4.02364, -0.67199, -0.05140], [-2.00190, 1.84714, -1.07668], [2.91934, -0.69951, -4.30272], [-3.40418, -0.52412, -1.13333], [1.85789, 0.52159, -2.54661], [4.59489, -1.63731, -2.26984], [-1.12216, 4.38709, 0.72495], [-2.42503, -1.19311, -1.53607], [-2.60503, -0.99388, 2.83386], [-4.61009, 3.68151, -4.28487], [-1.93290, 5.09612, 0.91670], [3.95475, -3.38081, -0.11283], [-4.38151, 2.83885, -3.65231], [0.10563, 3.84819, 3.83148], [-1.68422, -0.83575, 3.39780], [-0.85937, 5.26336, 3.34128], [3.27526, -2.37769, 0.08900], [-0.86284, 2.36777, 2.08393], [-1.27234, 4.00697, -2.61314], [2.76829, -2.19306, 1.52933], [-2.96561, -0.01912, 2.49313], [3.47484, -1.25724, -1.92802], [-1.44113, 3.65889, -0.02052], [1.81211, -1.91297, 4.07673], [-3.80170, 0.64375, -2.01660]],
  "mulliken_charge": [-0.213, -0.284, 0.382, 0.554, 0.308, -0.764, -0.153, -0.109, 0.985, 0.430, -0.684, 0.392, -0.328, -0.550, 0.498, 0.169, -0.636, -0.677, 0.529, -0.392, 0.441, -0.290, 0.377, 0.458, 0.428, -0.203, 0.133, 0.379, 0.322, -0.305, -0.541, 1.237, -0.679, -1.039, 0.288, 1.014, 0.638, -0.938, -0.652, -0.524, -0.121, -0.266, -0.681, -0.055, -0.922, -0.392, 0.582, 0.320, -0.730, -0.481, 0.293, 0.117, 0.322, -0.029, 0.468, -0.571, 0.412, 0.164, -0.081, -0.479, -0.626, 0.758],
  "lumo_energy_ha": 0.1424,
  "total_charge": -2,
  "multiplicity": 1
}

<two>
{
  "formula": "C23H21CsN6O11",
  "method": "ωB97M-V/def2-TZVPD",
  "elements": ["O", "C", "N", "H", "O", "C", "N", "H", "O", "H", "C", "H", "H", "N", "O", "H", "H", "C", "O", "N", "C", "C", "C", "C", "C", "H", "C", "O", "H", "H", "O", "C", "C", "O", "H", "C", "H", "H", "H", "H", "C", "N", "H", "H", "H", "C", "C", "C", "C", "H", "C", "N", "C", "O", "H", "C", "O", "C", "Cs", "H", "C", "O"],
  "coordinates": [[-3.27101, -4.57329, 1.69920], [-2.28699, 1.69405, 4.12898], [-2.55180, 0.42057, 2.11950], [-0.64139, -1.83360, -5.75814], [0.67516, 3.62466, -1.01738], [4.07331, 2.65627, 2.96781], [6.39292, 1.99834, 2.77606], [2.24248, -0.42602, -5.91040], [-0.99352, 0.16927, -3.13211], [-0.99186, 4.78826, -1.06113], [-3.71085, -0.22106, 4.10703], [1.01283, 2.87231, -0.50185], [-1.34714, -0.24111, -5.43521], [-3.07020, -2.29645, 1.34907], [7.23802, 1.28858, 2.23377], [-4.50058, -4.89141, -0.77979], [-1.81403, 2.52838, 4.63026], [-3.05001, -3.57837, 1.00521], [1.16093, 1.60307, 1.05468], [0.55818, -0.47038, -4.67971], [2.75236, 2.58883, 2.55592], [-2.15142, -4.17448, -3.10341], [-0.42817, -0.76095, -5.69435], [-3.59993, -4.50718, -1.23894], [2.90100, -0.12065, -0.13189], [-1.37466, 2.10635, 2.22784], [2.33787, 1.71604, 1.46389], [2.18302, 3.87050, 4.37026], [-1.89645, -4.29210, -4.14891], [-4.39874, -0.91421, 4.57136], [2.55844, -1.18167, 0.44254], [0.16363, -0.02975, -3.45369], [3.40848, 0.93858, 0.85748], [6.68727, 2.79006, 3.67257], [2.06475, -1.91703, -4.96656], [5.04322, 1.90443, 2.34228], [2.57025, -0.41871, -4.16360], [5.47362, 0.44356, 0.82210], [-1.29144, 3.12126, -0.53020], [-0.37049, -3.07537, -2.61082], [1.93011, -0.82975, -4.94394], [-1.55936, -3.30083, -0.95388], [-0.07210, -0.41511, -6.66764], [1.01336, 0.12563, -2.76610], [-3.36550, 0.98152, 5.85133], [-2.03656, 1.45192, 2.78701], [-1.30407, -3.49522, -2.24501], [-3.14497, 0.83410, 4.80002], [4.68934, 1.02848, 1.28290], [4.33657, 3.31159, 3.78176], [-0.59087, 3.96203, -0.47097], [1.81469, 3.37855, 3.29870], [-3.36989, -0.40609, 2.76740], [0.69192, 3.56926, 2.85999], [-0.50577, 4.27038, 0.57235], [-2.68926, -3.79463, -0.45455], [2.80009, 0.15518, -1.34035], [-3.33192, -4.68869, -2.58104], [0.09914, -0.70695, 0.36235], [-4.02810, -5.21983, -3.22016], [-3.95884, -1.60262, 2.04546], [-5.17509, -1.80852, 2.15466]],
  "mulliken_charge": [-0.690, -0.605, -0.221, 0.266, -0.603, -0.080, 1.024, 0.285, -0.684, 0.320, -0.529, 0.296, 0.279, -0.099, -0.685, 0.387, 0.439, 0.124, -0.437, 0.108, -0.535, -0.672, -0.961, -0.591, -0.446, 0.458, 0.282, -0.704, 0.328, 0.394, -0.881, 0.676, 1.012, -0.681, 0.280, -0.559, 0.271, 0.558, 0.197, 0.465, -0.834, -0.108, 0.340, 0.045, 0.380, -0.203, -0.126, -0.325, -0.370, 0.614, -0.414, 0.982, 0.526, -0.583, 0.103, 0.420, -0.701, -0.301, 1.156, 0.387, -0.066, -0.715],
  "lumo_energy_ha": 0.1381,
  "total_charge": -2,
  "multiplicity": 1
}

Referenced to the most stable arrangement, the calculated values in kcal/mol are <one> 0.0; <two> 23.5.